Entry 1:
Computed, not measured: 8 unconnected molecules or ions with the total composition C35H86ClN6O11 at a distorted geometry, with ωB97M-V/def2-TZVPD.

Summary:
strongest force on any atom = 5.10 eV Å⁻¹
energy above the lowest of the compared OMol25 structures with the same formula, charge and spin = 405.6 kJ/mol
net charge = -1

Each line ends with the Löwdin charge.
Cartesian coordinates (Å):
Cl 2.22 1.14 -1.08  0.5947
O 2.67 0.09 -0.23  -0.3999
O 3.27 1.97 -1.63  -0.3941
O 1.64 0.44 -2.19  -0.4005
O 1.29 2.00 -0.35  -0.4011
C 5.72 2.38 2.89  -0.1686
O 4.99 1.63 3.85  -0.1296
H 5.01 3.06 2.44  0.0766
H 6.44 3.07 3.34  0.0688
H 6.24 1.75 2.17  0.0784
H 4.30 1.16 3.35  0.0745
C -1.66 6.68 -5.25  -0.0749
C -0.71 5.60 -4.79  -0.4222
C 0.29 5.12 -5.91  -0.1694
O -0.41 4.47 -6.99  -0.1962
C -0.81 3.13 -6.73  -0.1289
N 0.23 6.19 -3.81  0.0246
H -2.21 7.02 -4.37  0.0691
H -2.40 6.33 -5.97  0.0754
H -1.09 7.53 -5.63  0.0798
H -1.29 4.77 -4.39  0.1280
H 1.01 4.42 -5.49  0.1171
H 0.85 5.94 -6.36  0.1226
H -0.02 2.43 -6.46  0.0861
H -1.15 2.69 -7.67  0.0771
H -1.64 2.95 -6.05  0.0788
H -0.33 6.49 -3.03  0.0618
H 0.75 5.43 -3.41  0.0716
C -7.63 -2.81 -4.95  -0.0753
C -7.09 -3.53 -6.22  -0.3772
C -5.53 -3.51 -6.25  -0.1575
O -4.93 -3.49 -4.93  -0.2167
C -3.62 -3.08 -4.91  -0.1464
N -7.70 -4.89 -6.13  0.0096
H -7.27 -1.78 -4.88  0.0725
H -7.28 -3.15 -3.98  0.0754
H -8.72 -2.89 -5.01  0.0679
H -7.38 -3.15 -7.20  0.1258
H -5.22 -2.55 -6.68  0.1172
H -5.16 -4.38 -6.80  0.1218
H -3.66 -1.99 -4.87  0.0944
H -2.98 -3.47 -5.70  0.0872
H -3.10 -3.43 -4.02  0.0886
H -7.29 -5.31 -5.31  0.0627
H -8.67 -4.81 -5.87  0.0501
C 5.84 -7.60 -6.11  -0.0450
C 5.50 -7.15 -7.54  -0.4621
C 4.72 -5.86 -7.65  -0.2263
O 5.31 -4.74 -7.04  -0.1899
C 4.48 -3.62 -6.76  -0.0814
N 6.67 -7.15 -8.37  0.0294
H 6.65 -8.33 -6.15  0.0691
H 4.95 -7.99 -5.62  0.0766
H 6.21 -6.73 -5.58  0.0768
H 4.93 -7.99 -7.95  0.1248
H 3.74 -6.07 -7.23  0.1170
H 4.50 -5.66 -8.70  0.1206
H 3.66 -4.03 -6.17  0.0861
H 4.32 -3.05 -7.67  0.0885
H 4.97 -2.94 -6.06  0.0866
H 6.30 -7.63 -9.18  0.0680
H 7.37 -7.82 -8.08  0.0610
C 3.71 -6.06 0.84  -0.0561
C 3.96 -5.79 -0.65  -0.4825
C 2.75 -5.82 -1.53  -0.2288
O 2.28 -7.14 -1.37  -0.1801
C 1.05 -7.22 -2.12  -0.1022
N 4.75 -4.63 -0.82  0.0431
H 3.28 -5.21 1.37  0.0735
H 4.60 -6.12 1.46  0.0710
H 3.10 -6.94 1.06  0.0722
H 4.62 -6.61 -0.94  0.1373
H 2.96 -5.42 -2.52  0.1231
H 1.94 -5.20 -1.14  0.1306
H 0.21 -6.73 -1.62  0.0878
H 0.92 -8.27 -2.39  0.0837
H 1.11 -6.74 -3.10  0.0760
H 4.90 -4.52 -1.82  0.0698
H 4.12 -3.88 -0.59  0.0821
C -2.80 -3.18 3.89  -0.0219
C -3.62 -1.82 3.76  -0.4790
C -3.60 -1.37 2.28  -0.1106
C -4.53 -2.25 1.41  -0.1839
C -5.93 -2.20 1.98  -0.1732
C -6.07 -2.58 3.45  -0.4899
N -4.94 -2.09 4.31  -0.1538
O -5.02 -2.54 5.59  0.0056
C -7.40 -2.04 3.93  -0.0394
C -6.02 -4.14 3.42  -0.0320
C -2.92 -0.69 4.51  -0.0432
H -2.80 -3.68 4.86  0.0722
H -1.75 -2.92 3.74  0.0769
H -3.12 -4.03 3.30  0.0579
H -3.93 -0.34 2.25  0.1169
H -2.62 -1.54 1.81  0.1286
H -4.19 -3.28 1.35  0.0997
H -4.58 -1.98 0.36  0.1116
H -6.70 -2.62 1.34  0.1252
H -6.11 -1.13 2.03  0.1121
H -8.32 -2.29 3.40  0.0881
H -7.53 -2.41 4.95  0.0735
H -7.37 -0.95 4.01  0.0866
H -6.78 -4.53 2.74  0.0769
H -5.12 -4.62 3.03  0.0656
H -6.25 -4.55 4.40  0.0758
H -1.87 -0.59 4.24  0.0903
H -3.01 -0.86 5.58  0.0778
H -3.36 0.29 4.33  0.0808
H -5.59 -1.83 5.91  0.1049
C 2.01 7.42 4.25  -0.0283
C 1.84 7.42 5.83  -0.4608
C 2.24 5.98 6.28  -0.1455
C 2.30 5.75 7.77  -0.1860
C 3.35 6.69 8.36  -0.1484
C 3.15 8.17 7.92  -0.5149
N 2.80 8.28 6.56  -0.1072
O 2.46 9.60 6.27  -0.0154
C 2.25 8.81 8.96  -0.0325
C 4.66 8.69 8.06  -0.0255
C 0.36 7.68 6.12  -0.0366
H 2.88 6.96 3.76  0.0753
H 1.26 6.76 3.82  0.0744
H 1.85 8.34 3.70  0.0711
H 1.51 5.30 5.84  0.1244
H 3.25 5.84 5.90  0.1229
H 1.30 5.85 8.21  0.1063
H 2.70 4.75 7.93  0.1133
H 4.32 6.31 8.06  0.1108
H 3.28 6.59 9.45  0.1168
H 1.36 8.18 8.90  0.0663
H 1.82 9.78 8.73  0.0784
H 2.63 8.84 9.99  0.0852
H 4.97 8.63 9.10  0.0771
H 4.72 9.73 7.71  0.0656
H 5.24 8.10 7.35  0.0757
H -0.35 7.15 5.49  0.0856
H 0.14 7.57 7.18  0.0675
H 0.12 8.72 5.90  0.0782
H 3.12 9.89 5.64  0.1062

Entry 2:
Computed, not measured: a gas-phase ion, C4H12N3 (charge +1) at a distorted geometry, with ωB97M-V/def2-TZVPD.

Summary:
SMILES = C[C@@H]1C[C@]1([NH3+])NN
strongest force on any atom = 4.10 eV Å⁻¹
energy above the lowest of the compared OMol25 structures with the same formula, charge and spin = 414.7 kJ/mol
net charge = +1

Each line ends with the natural charge from an NBO analysis.
Cartesian coordinates (Å):
C -0.93 0.85 -1.08  -0.4541
C -1.03 0.28 0.39  -0.2540
C 0.30 0.31 -0.30  0.3051
C -1.87 -1.01 0.76  -0.6115
N 2.00 -1.19 0.44  -0.7065
N 1.14 -0.76 -0.55  -0.4413
N 1.10 1.64 0.49  -0.7823
H -1.39 0.01 -1.75  0.2709
H -1.13 1.92 -1.39  0.2623
H -1.18 1.04 1.21  0.2190
H -1.49 -1.81 0.12  0.2280
H -2.95 -0.74 0.56  0.2437
H -1.75 -1.21 1.85  0.2354
H 1.59 -1.86 1.13  0.3870
H 2.89 -1.54 0.06  0.3952
H 1.69 -0.54 -1.44  0.3836
H 2.10 1.68 0.31  0.4410
H 0.92 1.30 1.40  0.4351
H 0.48 2.41 0.13  0.4433

Entry 3:
Computed, not measured: a molecular structure, C8H14BaF2N2O3S3 at a distorted geometry, with ωB97M-V/def2-TZVPD.

Summary:
strongest force on any atom = 7.04 eV Å⁻¹
calculated total energy = -2067.49564 hartree
net charge = +2

Each line ends with the Löwdin charge.
Cartesian coordinates (Å):
O 4.57 -2.70 1.01  -0.2419
S 3.61 -1.89 0.23  0.7909
O 4.35 -0.92 -0.61  -0.2671
F 2.74 -2.95 -0.67  -0.1662
N 2.51 -1.11 1.32  -0.1773
F 1.21 -1.55 1.14  -0.0343
C 2.59 0.36 1.25  -0.1535
C 2.00 0.98 -0.08  -0.2183
C 1.00 2.18 0.21  -0.3917
S 0.08 2.58 -1.35  0.7245
C -0.98 1.08 -1.65  -0.9861
S -1.41 0.77 -3.24  0.4965
N -1.36 0.34 -0.51  -0.1726
C -2.63 0.86 0.08  -0.1039
C -3.38 -0.17 1.01  -0.1597
O -3.44 -1.50 0.45  -0.1224
C -2.06 -1.92 0.44  -0.1363
C -1.38 -1.12 -0.76  -0.1488
H 3.65 0.68 1.35  0.1480
H 2.01 0.74 2.13  0.1447
H 1.54 0.22 -0.77  0.1025
H 2.86 1.42 -0.65  0.1205
H 0.25 1.86 0.98  0.0938
H 1.52 3.10 0.54  0.1081
H -2.35 1.73 0.74  0.1353
H -3.30 1.28 -0.71  0.1277
H -4.43 0.19 1.13  0.1476
H -2.91 -0.19 2.02  0.1378
H -1.56 -1.73 1.42  0.1299
H -2.08 -2.99 0.14  0.1494
H -0.34 -1.52 -0.83  0.1244
H -1.94 -1.43 -1.68  0.1160
Ba -0.96 3.33 -4.09  1.6828

Entry 4:
Computed, not measured: CH4N2 in the gas phase at a distorted geometry, with ωB97M-V/def2-TZVPD.

Summary:
SMILES = C=NN
strongest force on any atom = 3.55 eV Å⁻¹
energy above the lowest of the compared OMol25 structures with the same formula, charge and spin = 268.9 kJ/mol
net charge = 0

Each line ends with the natural charge from an NBO analysis.
Cartesian coordinates (Å):
C -0.40 -0.88 0.53  -0.2148
H 0.17 1.53 -1.42  0.3896
H 0.99 1.16 0.25  0.3629
H -0.94 -1.82 0.44  0.1847
H 0.15 -0.77 1.45  0.1585
N 0.48 0.92 -0.68  -0.6765
N -0.44 -0.15 -0.57  -0.2043

Entry 5:
Computed, not measured: a molecular structure, C15H21CoN4STe at a distorted geometry, with ωB97M-V/def2-TZVPD.

Summary:
expectation value of S² = 3.780
spin multiplicity = 4
strongest force on any atom = 1.36 eV Å⁻¹
energy above the lowest of the compared OMol25 structures with the same formula, charge and spin = 0.0 kJ/mol
net charge = +1

Each line ends with the Löwdin spin population.
Cartesian coordinates (Å):
Co -2.37 0.56 -1.28  1.8930
C -2.20 2.11 1.11  0.0029
C -1.08 2.59 0.19  0.0085
N -1.46 2.50 -1.23  0.0132
C -0.26 2.53 -2.09  0.0036
C 0.31 1.12 -2.29  0.0046
C 1.60 0.86 -2.76  0.0067
C 1.98 -0.45 -2.96  0.0122
C 1.10 -1.47 -2.68  0.0055
C -0.15 -1.16 -2.18  0.0040
C -1.23 -2.17 -1.78  0.0029
N -2.35 -1.62 -1.01  0.0114
C -2.25 -1.67 0.46  0.0010
C -1.78 -0.36 1.13  0.0127
N -2.64 0.75 0.73  0.0305
N -0.55 0.12 -2.06  0.0333
H -3.08 2.75 1.02  0.0003
H -1.83 2.14 2.14  0.0005
H -0.22 1.95 0.35  0.0173
H -0.80 3.60 0.46  0.0000
H -2.08 3.27 -1.49  0.0004
H 0.50 3.21 -1.72  0.0004
H -0.55 2.91 -3.07  -0.0001
H 2.27 1.69 -2.92  0.0004
H 2.96 -0.68 -3.31  0.0004
H 1.37 -2.50 -2.83  0.0003
H -0.78 -2.98 -1.23  0.0001
H -1.68 -2.58 -2.68  0.0000
H -3.19 -2.06 -1.35  0.0001
H -1.56 -2.45 0.77  -0.0001
H -3.24 -1.88 0.84  0.0001
H -0.77 -0.10 0.83  0.0223
H -1.81 -0.51 2.21  -0.0002
H -3.59 0.62 1.05  0.0049
Te 2.12 0.07 0.59  0.6440
C 3.00 -0.55 2.31  0.0601
C 2.98 -1.85 2.86  0.0717
C 3.75 -1.96 4.00  0.0112
C 4.37 -0.76 4.34  0.1037
S 3.98 0.48 3.27  0.0109
H 2.40 -2.65 2.42  0.0016
H 3.85 -2.85 4.59  -0.0011
H 4.97 -0.58 5.23  0.0050

Entry 6:
Computed, not measured: C7H4N2S2 in the gas phase at a distorted geometry, with ωB97M-V/def2-TZVPD.

Summary:
strongest force on any atom = 4.97 eV Å⁻¹
energy above the lowest of the compared OMol25 structures with the same formula, charge and spin = 70.1 kJ/mol
net charge = 0

Each line ends with the natural charge from an NBO analysis.
Cartesian coordinates (Å):
C 1.15 1.66 0.83  -0.1060
C 1.78 0.98 -0.27  -0.2299
C -0.10 1.24 1.23  -0.2464
C 1.14 0.02 -1.03  -0.1595
C -0.58 0.04 0.69  0.2665
C -0.03 -0.56 -0.53  0.0285
C -2.04 -1.50 0.34  0.1715
N -1.70 -0.56 1.13  -0.5211
N -0.90 -1.44 -0.95  -0.4321
S -0.87 -2.46 -2.19  0.2545
S -3.17 -2.60 0.12  0.0815
H 1.62 2.47 1.20  0.2096
H 2.79 1.37 -0.67  0.2267
H -0.55 1.76 1.99  0.2300
H 1.46 -0.43 -1.89  0.2261